ORCA calculation (the ωB97M-V functional and the def2-TZVPD basis) on 12 unconnected molecules or ions with the total composition C73H172N12O12 in a non-equilibrium geometry.

CARTESIAN COORDINATES (ANGSTROEM)
1 C -0.60403 4.46547 -8.41913
2 C 0.04681 3.32011 -7.65338
3 C 1.19767 2.83347 -8.48418
4 C 0.62682 3.86385 -6.34824
5 C -0.52464 4.25496 -5.35828
6 C -1.35705 2.99232 -5.23132
7 C -2.00632 2.41118 -6.43571
8 C -2.58004 1.05902 -6.05838
9 C -3.15439 3.38700 -6.95287
10 N -0.82660 2.19567 -7.33351
11 O -1.25903 1.55277 -8.66579
12 H -0.10063 5.39195 -8.31128
13 H -0.70286 4.30392 -9.47511
14 H -1.64213 4.60212 -8.18344
15 H 1.78180 3.64098 -8.90848
16 H 1.91296 2.29275 -7.83862
17 H 0.91378 2.24418 -9.35383
18 H 1.25270 3.20898 -5.78295
19 H 1.21445 4.76650 -6.66486
20 H -0.10307 4.61359 -4.42479
21 H -1.14205 5.09520 -5.80840
22 H -2.16999 3.13530 -4.46620
23 H -0.74126 2.24779 -4.78598
24 H -3.38277 1.05892 -5.35100
25 H -1.76028 0.40110 -5.69827
26 H -2.91453 0.54902 -6.94676
27 H -2.80889 4.41112 -6.89342
28 H -4.01403 3.27590 -6.33211
29 H -3.50559 3.19480 -7.96449
30 H -0.92747 0.66749 -8.59118
31 C 5.07194 6.29514 -3.53569
32 C 4.70840 4.97683 -2.84870
33 C 3.45374 4.38610 -3.44558
34 C 5.86827 3.98350 -3.20330
35 C 5.95515 2.60310 -2.38462
36 C 5.89299 2.89249 -0.90909
37 C 4.72138 3.90205 -0.49070
38 C 3.34808 3.17390 -0.38410
39 C 5.08003 4.42002 0.88496
40 N 4.66004 5.11023 -1.32018
41 O 3.47746 5.82350 -0.95522
42 H 4.38411 7.11521 -3.31426
43 H 6.11357 6.58231 -3.27384
44 H 4.99470 6.14967 -4.58318
45 H 3.44274 4.48953 -4.54985
46 H 3.45217 3.39666 -3.04422
47 H 2.60154 4.90488 -3.05826
48 H 5.85291 3.70397 -4.25788
49 H 6.75803 4.55035 -2.97880
50 H 5.14593 1.95146 -2.74941
51 H 6.86814 2.15113 -2.62273
52 H 6.81792 3.30104 -0.55736
53 H 5.69294 2.01025 -0.34677
54 H 2.57011 3.89443 -0.18009
55 H 3.30033 2.40046 0.43283
56 H 3.02458 2.55300 -1.23846
57 H 5.28365 3.60428 1.58763
58 H 4.23643 4.97989 1.30110
59 H 5.88697 5.13030 0.76001
60 H 3.85332 6.67814 -0.67672
61 C -0.11561 1.09708 -1.49641
62 C -1.22577 0.69439 -0.55662
63 C -2.39358 1.73728 -0.72190
64 C -1.61979 -0.78079 -1.02615
65 C -0.56966 -1.79811 -0.66646
66 C -0.44706 -1.89739 0.82917
67 C -0.10531 -0.52358 1.46686
68 C -0.25015 -0.67350 2.95596
69 C 1.42947 -0.26812 1.19418
70 N -0.89921 0.54552 0.93910
71 O -0.26254 1.83974 1.29927
72 H 0.29830 2.07869 -1.28753
73 H 0.68618 0.33921 -1.53185
74 H -0.55544 1.07290 -2.48329
75 H -2.24393 2.65505 -0.19950
76 H -2.46618 1.98722 -1.79313
77 H -3.32905 1.34432 -0.37086
78 H -2.49715 -1.08074 -0.43435
79 H -1.85651 -0.70285 -2.10279
80 H -0.87680 -2.75267 -1.09648
81 H 0.40887 -1.60741 -1.06852
82 H 0.34855 -2.49694 1.31453
83 H -1.36699 -2.27758 1.28147
84 H 0.04981 0.18106 3.53919
85 H 0.34504 -1.56051 3.19454
86 H -1.31170 -0.78287 3.21416
87 H 2.06461 -1.16294 1.30522
88 H 1.74229 0.54307 1.88218
89 H 1.49430 0.22790 0.21133
90 H -0.55125 2.02802 2.20650
91 C -6.69225 1.18822 2.07513
92 C -6.41071 -0.27837 2.41486
93 C -5.21737 -0.79661 1.58111
94 C -6.03064 -0.48043 3.85460
95 C -7.17694 -0.24581 4.85101
96 C -8.46274 -1.08798 4.51482
97 C -8.83956 -1.03323 2.96701
98 C -9.81514 -2.16290 2.72062
99 C -9.64898 0.22483 2.68548
100 N -7.56462 -1.24884 2.21253
101 O -7.86545 -1.46615 0.85663
102 H -7.43735 1.39532 1.28931
103 H -7.09804 1.85684 2.84626
104 H -5.75675 1.67091 1.80220
105 H -5.05175 -1.83579 1.88429
106 H -5.48940 -0.71425 0.55625
107 H -4.45469 -0.06244 1.66838
108 H -5.66035 -1.49381 3.84938
109 H -5.09570 0.02678 4.09760
110 H -6.81818 -0.47330 5.84744
111 H -7.42138 0.81863 4.89356
112 H -9.27351 -0.68078 5.10769
113 H -8.21878 -2.14098 4.71468
114 H -10.13513 -2.03167 1.69869
115 H -10.66525 -2.03060 3.37396
116 H -9.37640 -3.16853 2.92478
117 H -10.17438 0.30642 1.75861
118 H -9.21970 1.19683 2.86549
119 H -10.39538 0.32037 3.44860
120 H -8.42851 -0.77241 0.49486
121 C 3.37022 1.13773 4.34474
122 C 4.53873 0.23500 4.28280
123 C 5.27216 0.30064 5.64001
124 C 3.92953 -1.17327 4.05951
125 C 4.90377 -2.27887 3.68421
126 C 5.69135 -1.81242 2.48255
127 C 6.42097 -0.51272 2.68731
128 C 7.56751 -0.63582 3.69621
129 C 6.92422 -0.06643 1.32316
130 N 5.34025 0.41595 3.12299
131 O 6.07596 1.74247 3.38786
132 H 2.62394 0.71700 5.10873
133 H 3.59451 2.16988 4.58119
134 H 2.80159 1.13671 3.38590
135 H 6.17566 -0.33514 5.75617
136 H 5.49059 1.34016 5.95417
137 H 4.51285 -0.05574 6.36772
138 H 3.41462 -1.41976 4.97213
139 H 3.12567 -1.07146 3.30791
140 H 5.49280 -2.45729 4.57561
141 H 4.36832 -3.19200 3.50912
142 H 4.86454 -1.68788 1.81666
143 H 6.27294 -2.63498 2.04467
144 H 7.63118 -1.52246 4.30114
145 H 7.52353 0.21293 4.30977
146 H 8.54501 -0.59814 3.23785
147 H 7.49256 -0.90074 0.96899
148 H 7.50963 0.82083 1.19826
149 H 6.03117 0.12097 0.71235
150 H 5.81557 2.26117 2.64365
151 C -3.30138 5.53958 -1.67501
152 O -2.37587 6.06471 -0.77911
153 C -1.08588 5.40332 -0.67436
154 C -0.82786 5.15869 0.80729
155 C -1.00526 6.41635 1.72756
156 N 0.50128 4.73372 1.10300
157 H -2.84857 5.24454 -2.61241
158 H -4.07219 6.26980 -1.83054
159 H -3.79131 4.61053 -1.28135
160 H -1.00963 4.49005 -1.20959
161 H -0.27002 6.03765 -1.09021
162 H -1.52109 4.35281 1.11902
163 H -1.96215 6.95254 1.61878
164 H -0.21027 7.15464 1.64966
165 H -0.94098 5.96977 2.70108
166 H 1.21190 5.28386 0.63592
167 H 0.64293 3.78876 0.86327
168 C -6.21395 -5.22716 2.68312
169 O -5.13986 -5.95343 2.17442
170 C -4.61209 -5.35515 0.99896
171 C -3.96044 -6.54331 0.19419
172 C -3.29342 -7.46842 1.24185
173 N -2.94554 -5.98565 -0.64817
174 H -7.03720 -5.17405 1.92834
175 H -6.01418 -4.19752 2.95125
176 H -6.55654 -5.82522 3.53470
177 H -5.46626 -4.92261 0.50015
178 H -3.82034 -4.62904 1.16369
179 H -4.85704 -7.06757 -0.26058
180 H -4.05295 -7.88986 1.88698
181 H -2.52424 -7.08915 1.94785
182 H -2.81156 -8.29318 0.73940
183 H -2.53043 -6.70509 -1.20623
184 H -3.27158 -5.30678 -1.37800
185 C 3.97567 -5.20038 -0.63238
186 O 3.14997 -5.90995 0.24111
187 C 2.31595 -6.92331 -0.29628
188 C 1.38272 -7.45267 0.81976
189 C 0.38767 -8.52392 0.37777
190 N 0.62630 -6.33354 1.36133
191 H 3.37975 -4.97344 -1.49287
192 H 4.87824 -5.70155 -0.94205
193 H 4.19083 -4.28662 -0.11765
194 H 1.63568 -6.62250 -1.17745
195 H 2.90672 -7.78020 -0.67816
196 H 2.10814 -7.83322 1.58105
197 H -0.10778 -8.97030 1.20472
198 H 0.92634 -9.32324 -0.15902
199 H -0.36254 -8.10441 -0.28569
200 H 1.26414 -5.58249 1.32303
201 H -0.07789 -6.07259 0.65829
202 C 4.11749 -1.25235 -1.47580
203 O 3.93061 -2.13843 -2.58524
204 C 5.19610 -2.22294 -3.28582
205 C 5.02150 -3.19572 -4.35835
206 C 6.35893 -3.44931 -5.10581
207 N 3.99972 -2.87690 -5.38558
208 H 4.41503 -0.30941 -1.91343
209 H 4.94764 -1.64060 -0.79028
210 H 3.10788 -1.13546 -1.00641
211 H 5.60148 -1.29831 -3.73282
212 H 5.91758 -2.62578 -2.49769
213 H 4.64273 -4.13327 -3.86276
214 H 7.24687 -3.53951 -4.45197
215 H 6.56869 -2.83922 -5.96503
216 H 6.21736 -4.49408 -5.46148
217 H 4.04079 -1.85236 -5.55503
218 H 3.03967 -3.05044 -5.08557
219 C 2.87531 0.48269 -5.43593
220 O 1.92720 -0.46686 -5.93287
221 C 0.88432 -0.67743 -4.97459
222 C 0.01155 -1.81292 -5.59525
223 C -1.10422 -2.16666 -4.58146
224 N 0.80078 -2.97595 -5.70732
225 H 2.48618 1.48772 -5.38478
226 H 3.57159 0.48038 -6.25541
227 H 3.33710 0.14280 -4.49984
228 H 1.31948 -0.94474 -3.94448
229 H 0.26182 0.20916 -4.91947
230 H -0.29164 -1.55421 -6.61354
231 H -1.65360 -3.04809 -4.92076
232 H -1.80748 -1.31385 -4.45462
233 H -0.60543 -2.31211 -3.63588
234 H 0.19477 -3.73412 -6.05024
235 H 1.37156 -2.93747 -6.56606
236 C -1.06170 2.03826 7.70611
237 O -1.05190 2.51414 6.38959
238 C -1.97269 1.91598 5.49461
239 C -2.22658 3.02439 4.42745
240 C -3.40666 2.85120 3.47954
241 N -0.89549 2.98299 3.73009
242 H -1.64770 2.83267 8.25492
243 H -0.04975 2.18258 8.06670
244 H -1.42404 1.01079 7.76733
245 H -1.43559 1.07711 4.97903
246 H -2.86639 1.51329 5.98665
247 H -2.33223 3.92722 5.00084
248 H -3.26844 3.61733 2.66310
249 H -4.37079 2.96908 3.97117
250 H -3.45600 1.87936 2.97019
251 H -0.09212 2.90849 4.36282
252 H -0.62884 3.86707 3.36814
253 C -3.31374 -3.57507 3.81370
254 O -2.56871 -2.56753 4.55788
255 C -1.55859 -3.06776 5.35910
256 C -1.24538 -1.98442 6.41793
257 C -0.25249 -2.58702 7.39030
258 N -2.48742 -1.57667 7.06839
259 H -2.74385 -4.05100 2.99588
260 H -4.13441 -3.08824 3.32371
261 H -3.57282 -4.42624 4.49528
262 H -1.96485 -3.88839 5.92844
263 H -0.65989 -3.31321 4.80027
264 H -0.70217 -1.19975 5.95261
265 H 0.34293 -1.87043 7.93129
266 H 0.56526 -3.19364 6.97844
267 H -0.78775 -3.13112 8.15749
268 H -3.32619 -1.44240 6.47551
269 H -2.54539 -0.81056 7.76420

Output
Lowest unoccupied orbital energy, eV: 0.5
DFT total energy, eV: -120928.483
SMILES: CC1(C)CCCC(C)(C)N1O.CC1(C)CCCC(C)(C)N1O.CC1(C)CCCC(C)(C)N1O.CC1(C)CCCC(C)(C)N1O.CC1(C)CCCC(C)(C)N1O.COC[C@H](C)N.COC[C@H](C)N.COC[C@H](C)N.COC[C@H](C)N.COC[C@H](C)N.COC[C@H](C)N.COC[C@H](C)N
Energy relative to the best compared isomer or geometry (same formula, charge and spin), kcal per mole: 87.1
Frontier orbital gap, Ha: 0.318
HOMO level, eV: -8.2

Löwdin atomic charge list, values in e, 2 entries: C -0.0244; C -0.5436